(1)
The following is a quantum chemistry calculation of 2 unconnected molecules or ions with the total composition C5H14, from the OMol25 dataset.

Each atom is followed by the atoms it is bonded to, with distances in Å.
CARTESIAN COORDINATES (ANGSTROEM)
1 C 0.7996 0.9921 0.1431  C2 1.559, H4 1.096, H5 1.084, H6 1.082
2 C 0.2816 2.1291 -0.7889  C1 1.559, C3 1.499, H7 1.091, H8 1.096
3 C -0.4646 1.4875 -1.9190  C2 1.499, H9 1.085, H10 1.099, H11 1.093
4 H 1.3568 0.3854 -0.5801  C1 1.096
5 H -0.0600 0.4007 0.4361  C1 1.084
6 H 1.3891 1.2332 1.0182  C1 1.082
7 H -0.3359 2.8526 -0.2555  C2 1.091
8 H 1.1454 2.7038 -1.1408  C2 1.096
9 H -1.1064 0.6633 -1.6255  C3 1.085
10 H -1.1492 2.1910 -2.4137  C3 1.099
11 H 0.1553 1.1365 -2.7478  C3 1.093
12 C -0.3575 -1.8073 1.9934  C13 1.562, H14 1.091, H15 1.091, H16 1.083
13 C -0.1677 -2.2443 0.5059  C12 1.562, H17 1.089, H18 1.102, H19 1.084
14 H 0.6458 -1.6396 2.3875  C12 1.091
15 H -0.8363 -0.8303 2.0751  C12 1.091
16 H -0.8867 -2.5712 2.5495  C12 1.083
17 H -0.5826 -1.4988 -0.1700  C13 1.089
18 H -0.6954 -3.1917 0.3093  C13 1.102
19 H 0.8687 -2.3921 0.2232  C13 1.084

The energy above the lowest of the compared OMol25 structures with the same formula, charge and spin is 9.92 kcal/mol. The calculation puts the maximum force at 1.802 eV/A. As for the spin multiplicity: 1. For the frontier orbital gap, the calculation gives 12.5 eV. The HOMO energy comes out at -11.4 eV. As for the SMILES: CCC.CC. The charge is 0.

Atomic partial charges in e from the Mulliken method, atoms 1 to 4: -0.771 -0.246 -1.078 0.285

=====

(2)
The following is a quantum chemistry calculation of 2 unconnected molecules or ions with the total composition C5H14, from the OMol25 dataset.

Each atom is followed by the atoms it is bonded to, with distances in Å.
CARTESIAN COORDINATES (ANGSTROEM)
1 C -1.4659 1.0882 0.9383  C2 1.485, H4 1.106, H5 1.099, H6 1.103
2 C -1.6806 0.4897 -0.4037  C1 1.485, C3 1.602, H7 1.083, H8 1.044
3 C -2.0327 1.4727 -1.6181  C2 1.602, H9 1.106, H10 1.074, H11 1.084
4 H -0.4124 1.0179 1.2686  C1 1.106
5 H -1.6995 2.1612 0.9698  C1 1.099
6 H -1.9950 0.6387 1.7957  C1 1.103
7 H -2.5813 -0.1091 -0.3474  C2 1.083
8 H -0.8918 -0.0921 -0.7627  C2 1.044
9 H -1.2473 2.2163 -1.8495  C3 1.106
10 H -3.0532 1.8065 -1.6008  C3 1.074
11 H -2.0720 0.6727 -2.3485  C3 1.084
12 C 2.9511 -0.8608 0.5857  C13 1.535, H14 1.114, H15 1.111, H16 1.183
13 C 2.0877 -2.1175 0.4047  C12 1.535, H17 1.087, H18 1.074, H19 1.115
14 H 3.5072 -0.7939 1.5485  C12 1.114
15 H 3.6172 -0.6085 -0.2673  C12 1.111
16 H 2.3295 0.0654 0.9793  C12 1.183
17 H 2.2135 -2.9070 1.1407  C13 1.087
18 H 2.1193 -2.5993 -0.5549  C13 1.074
19 H 1.0083 -1.9026 0.5871  C13 1.115

The energy above the lowest of the compared OMol25 structures with the same formula, charge and spin is 29.32 kcal/mol. The calculation puts the maximum force at 3.215 eV/A. As for the spin multiplicity: 1. For the frontier orbital gap, the calculation gives 12.0 eV. The HOMO energy comes out at -10.9 eV. As for the SMILES: CCC.CC. The charge is 0.

Atomic partial charges in e from the Mulliken method, atoms 1 to 4: -0.900 -0.257 -1.148 0.132

=====

(3)
The following is a quantum chemistry calculation of 2 unconnected molecules or ions with the total composition C5H14, from the OMol25 dataset.

Each atom is followed by the atoms it is bonded to, with distances in Å.
CARTESIAN COORDINATES (ANGSTROEM)
1 C 1.8748 0.5702 -0.7688  C2 1.515, H4 1.092, H5 1.088, H6 1.086
2 C 1.3069 -0.3080 -1.8656  C1 1.515, C3 1.533, H7 1.100, H8 1.091
3 C -0.1905 -0.6093 -1.7304  C2 1.533, H9 1.088, H10 1.090, H11 1.089
4 H 1.4206 1.5631 -0.7790  C1 1.092
5 H 2.9193 0.8147 -0.9478  C1 1.088
6 H 1.6798 0.1579 0.2166  C1 1.086
7 H 1.3795 0.2332 -2.8202  C2 1.100
8 H 1.9870 -1.1262 -2.1050  C2 1.091
9 H -0.6331 0.3074 -1.3465  C3 1.088
10 H -0.6959 -0.7744 -2.6824  C3 1.090
11 H -0.3698 -1.3672 -0.9699  C3 1.089
12 C -1.5771 -0.6430 1.7958  C13 1.503, H14 1.095, H15 1.087, H16 1.088
13 C -1.0017 0.7147 2.0887  C12 1.503, H17 1.094, H18 1.085, H19 1.107
14 H -0.8696 -1.4130 1.4700  C12 1.095
15 H -1.9767 -1.0675 2.7136  C12 1.087
16 H -2.3158 -0.5875 0.9987  C12 1.088
17 H -0.5743 1.3621 1.3179  C13 1.094
18 H -0.5048 0.8148 3.0484  C13 1.085
19 H -1.8586 1.3579 2.3658  C13 1.107

The energy above the lowest of the compared OMol25 structures with the same formula, charge and spin is 13.32 kcal/mol. The calculation puts the maximum force at 2.600 eV/A. As for the spin multiplicity: 1. For the frontier orbital gap, the calculation gives 12.2 eV. The HOMO energy comes out at -11.1 eV. As for the SMILES: CCC.CC. The charge is 0.

Atomic partial charges in e from the Mulliken method, atoms 1 to 4: -1.068 -0.257 -0.900 0.286

=====

(4)
The following is a quantum chemistry calculation of 2 unconnected molecules or ions with the total composition C5H14, from the OMol25 dataset.

Each atom is followed by the atoms it is bonded to, with distances in Å.
CARTESIAN COORDINATES (ANGSTROEM)
1 C -0.5700 0.9941 -2.0388  C2 1.457, H4 1.102, H5 1.081, H6 1.074
2 C 0.8465 1.0354 -1.7001  C1 1.457, C3 1.672, H7 1.105, H8 1.193
3 C 1.6077 -0.3304 -1.1092  C2 1.672, H9 1.090, H10 1.017, H11 1.127
4 H -0.7604 0.2894 -2.8648  C1 1.102
5 H -1.1985 0.5009 -1.3104  C1 1.081
6 H -1.0572 1.9188 -2.2873  C1 1.074
7 H 1.0771 1.9344 -1.0996  C2 1.105
8 H 1.4001 1.2941 -2.7248  C2 1.193
9 H 1.4938 -1.0039 -1.9583  C3 1.090
10 H 1.4213 -0.6782 -0.1717  C3 1.017
11 H 2.6885 -0.0146 -1.1486  C3 1.127
12 C -0.8606 -1.5016 2.2468  C13 1.522, H14 1.042, H15 1.131, H16 1.153
13 C -0.9568 0.0116 2.3742  C12 1.522, H17 1.068, H18 1.104, H19 1.066
14 H -1.0108 -1.9600 3.1703  C12 1.042
15 H -1.5758 -1.8258 1.4332  C12 1.131
16 H 0.1333 -1.8830 1.8037  C12 1.153
17 H -1.7316 0.3828 3.0091  C13 1.068
18 H -0.8191 0.5209 1.4046  C13 1.104
19 H -0.1274 0.3149 2.9717  C13 1.066

The energy above the lowest of the compared OMol25 structures with the same formula, charge and spin is 30.06 kcal/mol. The calculation puts the maximum force at 6.376 eV/A. As for the spin multiplicity: 1. For the frontier orbital gap, the calculation gives 12.1 eV. The HOMO energy comes out at -11.0 eV. As for the SMILES: CCC.CC. The charge is 0.

Atomic partial charges in e from the Mulliken method, atoms 1 to 4: -1.155 -0.333 -0.889 0.329

=====

(5)
The following is a quantum chemistry calculation of 2 unconnected molecules or ions with the total composition C5H14, from the OMol25 dataset.

Each atom is followed by the atoms it is bonded to, with distances in Å.
CARTESIAN COORDINATES (ANGSTROEM)
1 C -1.0260 -1.2177 0.2832  C2 1.535, H4 1.096, H5 1.086, H6 1.094
2 C -2.4421 -0.6507 0.1111  C1 1.535, C3 1.523, H7 1.075, H8 1.086
3 C -2.3596 0.5845 -0.7766  C2 1.523, H9 1.086, H10 1.091, H11 1.083
4 H -0.4964 -0.3871 0.7646  C1 1.096
5 H -0.5231 -1.5437 -0.6224  C1 1.086
6 H -0.9954 -1.9897 1.0583  C1 1.094
7 H -3.0082 -1.3437 -0.4843  C2 1.075
8 H -2.8443 -0.4107 1.0908  C2 1.086
9 H -1.7801 0.3339 -1.6600  C3 1.086
10 H -3.3496 0.8132 -1.1739  C3 1.091
11 H -1.9746 1.4368 -0.2302  C3 1.083
12 C 2.4612 0.1098 -0.3697  C13 1.510, H14 1.096, H15 1.095, H16 1.084
13 C 2.8061 1.0572 0.7541  C12 1.510, H17 1.090, H18 1.069, H19 1.091
14 H 3.2183 -0.5523 -0.8049  C12 1.096
15 H 1.8453 -0.6888 0.0564  C12 1.095
16 H 1.9370 0.4370 -1.2602  C12 1.084
17 H 3.8024 1.0218 1.1946  C13 1.090
18 H 2.5966 2.0658 0.4675  C13 1.069
19 H 2.1324 0.9247 1.6015  C13 1.091

The energy above the lowest of the compared OMol25 structures with the same formula, charge and spin is 14.87 kcal/mol. The calculation puts the maximum force at 2.494 eV/A. As for the spin multiplicity: 1. For the frontier orbital gap, the calculation gives 12.3 eV. The HOMO energy comes out at -11.2 eV. As for the SMILES: CCC.CC. The charge is 0.

Atomic partial charges in e from the Mulliken method, atoms 1 to 4: -0.965 -0.259 -1.132 0.130

=====

(6)
The following is a quantum chemistry calculation of 2 unconnected molecules or ions with the total composition C5H14, from the OMol25 dataset.

Each atom is followed by the atoms it is bonded to, with distances in Å.
CARTESIAN COORDINATES (ANGSTROEM)
1 C 2.6173 -1.2059 0.1659  C2 1.527, H4 1.096, H5 1.072, H6 1.090
2 C 1.4433 -0.2300 0.1576  C1 1.527, C3 1.559, H7 1.087, H8 1.091
3 C 1.4301 0.9902 1.1284  C2 1.559, H9 1.088, H10 1.095, H11 1.086
4 H 3.6333 -0.8337 0.3401  C1 1.096
5 H 2.5272 -1.9430 0.9397  C1 1.072
6 H 2.6538 -1.5689 -0.8610  C1 1.090
7 H 0.5247 -0.7522 0.4139  C2 1.087
8 H 1.3311 0.1819 -0.8459  C2 1.091
9 H 1.8935 0.7658 2.0869  C3 1.088
10 H 0.3782 1.1266 1.3987  C3 1.095
11 H 1.6831 1.9019 0.5944  C3 1.086
12 C -2.3094 -0.4724 -0.8913  C13 1.535, H14 1.082, H15 1.087, H16 1.084
13 C -3.0144 0.8490 -0.5546  C12 1.535, H17 1.087, H18 1.096, H19 1.087
14 H -1.4795 -0.6415 -0.2177  C12 1.082
15 H -3.0389 -1.2397 -0.6459  C12 1.087
16 H -2.0684 -0.4892 -1.9478  C12 1.084
17 H -4.0998 0.7952 -0.5386  C13 1.087
18 H -2.7136 1.2807 0.4067  C13 1.096
19 H -2.7470 1.6824 -1.1994  C13 1.087

The energy above the lowest of the compared OMol25 structures with the same formula, charge and spin is 16.87 kcal/mol. The calculation puts the maximum force at 1.507 eV/A. As for the spin multiplicity: 1. For the frontier orbital gap, the calculation gives 12.3 eV. The HOMO energy comes out at -11.2 eV. As for the SMILES: CCC.CC. The charge is 0.

Atomic partial charges in e from the Mulliken method, atoms 1 to 4: -1.156 0.042 -0.990 0.310

=====

(7)
The following is a quantum chemistry calculation of 2 unconnected molecules or ions with the total composition C5H14, from the OMol25 dataset.

Each atom is followed by the atoms it is bonded to, with distances in Å.
CARTESIAN COORDINATES (ANGSTROEM)
1 C 0.8871 1.6224 -1.8271  C2 1.464, C3 1.561, H4 1.125, H5 1.104
2 C 1.6769 2.1676 -0.7211  C1 1.464, H6 1.083, H7 1.141, H9 1.107
3 C 0.4712 0.1522 -1.5091  C1 1.561, H8 1.096, H10 1.093, H11 1.088
4 H 1.3804 1.4632 -2.8253  C1 1.125
5 H 0.0746 2.3100 -2.1183  C1 1.104
6 H 2.1760 1.4922 -0.0367  C2 1.083
7 H 2.4245 2.8723 -1.2170  C2 1.141
8 H -0.1730 0.1049 -0.6241  C3 1.096
9 H 1.2625 3.0018 -0.1222  C2 1.107
10 H 1.3300 -0.4798 -1.2712  C3 1.093
11 H 0.0962 -0.2815 -2.4336  C3 1.088
12 C -1.2285 -1.1889 2.2139  C13 1.539, H14 1.098, H15 1.085, H16 1.094
13 C -1.7034 -2.4074 1.4019  C12 1.539, H17 1.090, H18 1.085, H19 1.089
14 H -0.9847 -0.2514 1.6971  C12 1.098
15 H -1.8571 -0.8265 3.0208  C12 1.085
16 H -0.2616 -1.5202 2.6046  C12 1.094
17 H -2.7935 -2.4330 1.4052  C13 1.090
18 H -1.3625 -2.5174 0.3774  C13 1.085
19 H -1.4151 -3.2805 1.9848  C13 1.089

The energy above the lowest of the compared OMol25 structures with the same formula, charge and spin is 13.39 kcal/mol. The calculation puts the maximum force at 1.591 eV/A. As for the spin multiplicity: 2. For the frontier orbital gap (alpha / beta), the calculation gives 11.1 / 3.7 eV. The HOMO energy (alpha / beta) comes out at -14.3 / -14.3 eV. The charge is +1.

Atomic partial charges in e from the Mulliken method, atoms 1 to 4: 0.027 -0.838 -1.032 0.341

=====

Please write out number 7 again, unchanged.
The following is a quantum chemistry calculation of 2 unconnected molecules or ions with the total composition C5H14, from the OMol25 dataset.

Each atom is followed by the atoms it is bonded to, with distances in Å.
CARTESIAN COORDINATES (ANGSTROEM)
1 C 0.8871 1.6224 -1.8271  C2 1.464, C3 1.561, H4 1.125, H5 1.104
2 C 1.6769 2.1676 -0.7211  C1 1.464, H6 1.083, H7 1.141, H9 1.107
3 C 0.4712 0.1522 -1.5091  C1 1.561, H8 1.096, H10 1.093, H11 1.088
4 H 1.3804 1.4632 -2.8253  C1 1.125
5 H 0.0746 2.3100 -2.1183  C1 1.104
6 H 2.1760 1.4922 -0.0367  C2 1.083
7 H 2.4245 2.8723 -1.2170  C2 1.141
8 H -0.1730 0.1049 -0.6241  C3 1.096
9 H 1.2625 3.0018 -0.1222  C2 1.107
10 H 1.3300 -0.4798 -1.2712  C3 1.093
11 H 0.0962 -0.2815 -2.4336  C3 1.088
12 C -1.2285 -1.1889 2.2139  C13 1.539, H14 1.098, H15 1.085, H16 1.094
13 C -1.7034 -2.4074 1.4019  C12 1.539, H17 1.090, H18 1.085, H19 1.089
14 H -0.9847 -0.2514 1.6971  C12 1.098
15 H -1.8571 -0.8265 3.0208  C12 1.085
16 H -0.2616 -1.5202 2.6046  C12 1.094
17 H -2.7935 -2.4330 1.4052  C13 1.090
18 H -1.3625 -2.5174 0.3774  C13 1.085
19 H -1.4151 -3.2805 1.9848  C13 1.089

The energy above the lowest of the compared OMol25 structures with the same formula, charge and spin is 13.39 kcal/mol. The calculation puts the maximum force at 1.591 eV/A. As for the spin multiplicity: 2. For the frontier orbital gap (alpha / beta), the calculation gives 11.1 / 3.7 eV. The HOMO energy (alpha / beta) comes out at -14.3 / -14.3 eV. The charge is +1.

Atomic partial charges in e from the Mulliken method, atoms 1 to 4: 0.027 -0.838 -1.032 0.341